C2H2FKNaO | wB97M-V/def2-TZVPD

ORCA input file:
```
! RIJCOSX wB97M-V def2-TZVPD def2/J DEFGRID3
* xyz 1 1
H -1.48780 0.72810 0.33117
C -0.47061 -1.39026 0.14856
C -0.94517 -0.24566 -0.34904
O -0.20665 0.88116 -0.27896
Na -0.82383 1.14057 -2.74289
K 2.11895 0.67594 0.63051
F 0.74032 -1.31713 0.87555
H -0.72764 -2.39417 -0.17494
*
```

Results
max |F|: 2.83 eV/Å
energy relative to the best compared isomer or geometry (same formula, charge and spin): 236.58 kJ/mol
lowest unoccupied orbital energy: -4.24 eV
frontier orbital gap: 6.87 eV
E_tot: -27603.7437 eV

---

C2H2FLiNaO2 | wB97M-V/def2-TZVPD

ORCA input file:
```
! RIJCOSX wB97M-V def2-TZVPD def2/J DEFGRID3
* xyz 0 2
H -1.52257 1.20509 0.66383
O 0.06344 0.57842 -0.95823
C 0.12432 -0.61538 -0.59857
C 0.77946 -1.08880 0.56920
O 1.00760 -0.26422 1.51288
H 1.31756 -2.04731 0.48989
Li 0.31581 1.48481 1.08084
Na -1.40574 2.22708 -1.32403
F -0.67989 -1.47970 -1.43581
*
```

Results
max |F|: 2.50 eV/Å
<S²>: 0.76
energy relative to the best compared isomer or geometry (same formula, charge and spin): 162.93 kJ/mol
lowest unoccupied orbital energy (alpha / beta): -0.82 / -0.83 eV
frontier orbital gap (alpha / beta): 5.92 / 6.66 eV
E_tot: -13539.2582 eV

---

C2H2FN3O | wB97M-V/def2-TZVPD

ORCA input file:
```
! RIJCOSX wB97M-V def2-TZVPD def2/J DEFGRID3
* xyz 0 1
C 0.26392 0.07939 -0.90979
C -0.73918 0.59517 1.20076
N 0.07054 -1.08976 -0.51679
N -0.88039 -0.64202 1.38406
N -0.45333 -1.59329 0.59110
O 1.31619 0.50814 -1.65412
F -1.27276 1.66394 1.80523
H -0.09082 0.76386 0.09680
H 1.78585 -0.28542 -1.99724
*
```

Results
max |F|: 2.95 eV/Å
energy relative to the best compared isomer or geometry (same formula, charge and spin): 524.30 kJ/mol
lowest unoccupied orbital energy (alpha / beta): -1.54 / -1.54 eV
frontier orbital gap (alpha / beta): 7.48 / 7.48 eV
E_tot: -11335.1039 eV